[1]
Entry from the Open Molecules 2025 dataset: a cluster of 4 separate species, C2H12NO3 in total in a non-equilibrium geometry (ωB97M-V with the def2-TZVPD basis set).

Output
LUMO energy: -4.56 eV
HOMO level: -15.38 eV

Geometry as ORCA input:
```
! wB97M-V def2-TZVPD RIJCOSX def2/J DEFGRID3
* xyz 1 1
O -0.6276 -1.1070 -1.5599
O 0.5522 2.1004 -1.4690
O -1.4344 1.4232 0.4937
N 0.2718 -0.6786 1.0696
C 1.3525 0.0392 0.8381
C 0.2739 -2.1400 1.4035
H 1.2150 1.1982 0.6464
H 1.1109 2.6609 -1.9968
H -1.2181 -1.9365 -1.4901
H 2.3835 -0.5197 0.6575
H 1.3463 -2.5254 1.3987
H -0.1084 -2.2126 2.4446
H 0.9991 1.2481 -1.7068
H -0.3517 -2.6228 0.6456
H -1.1788 2.0918 -0.1669
H -0.5833 -0.2224 0.7240
H -0.8194 -0.7673 -2.4308
H -2.3778 1.6298 0.6206
*
```

[2]
Entry from the Open Molecules 2025 dataset: a cluster of 4 separate species, C2H12NO3 in total in a non-equilibrium geometry (ωB97M-V with the def2-TZVPD basis set).

Output
LUMO energy (spin up / spin down): -10.71 / -14.20 eV
HOMO level (spin up / spin down): -17.96 / -17.95 eV

Geometry as ORCA input:
```
! wB97M-V def2-TZVPD RIJCOSX def2/J DEFGRID3
* xyz 2 2
O 0.0481 -1.2919 -2.1924
O -0.9754 2.1104 -2.2596
O 2.2443 0.6639 1.4584
N 0.2612 -0.5281 0.4196
C -1.6917 -0.4953 2.0190
C -0.6357 -1.0754 1.4799
H -1.4884 2.8904 -1.8894
H -2.1734 0.4228 1.6374
H -0.3961 -2.1732 1.7376
H 3.1038 0.5492 1.6918
H 2.2140 1.4779 1.0122
H 1.2907 -0.3707 0.8072
H -0.1350 2.4465 -2.3439
H -1.6315 -0.6319 3.0611
H 0.9046 -0.9968 -2.4145
H -0.0872 0.4045 0.1773
H 0.2639 -1.0314 -0.4257
H -0.2651 -1.7244 -3.0333
*
```

[3]
Entry from the Open Molecules 2025 dataset: a cluster of 4 separate species, C2H12O3S2 in total in a non-equilibrium geometry (ωB97M-V with the def2-TZVPD basis set).

Output
SMILES: CCSS.O.O.O
LUMO energy: 0.32 eV
HOMO level: -8.09 eV

Geometry as ORCA input:
```
! wB97M-V def2-TZVPD RIJCOSX def2/J DEFGRID3
* xyz 0 1
S -0.8768 -0.0330 2.1238
S -0.6883 -1.8760 1.3806
O 2.5032 0.9146 -0.9348
O 3.0912 -1.6986 0.0085
O 0.5519 -1.0116 -1.4148
C -2.3367 0.9025 1.5292
C -2.0009 1.5018 0.2236
H 2.3430 -1.6225 -0.6527
H 3.1398 -2.7429 0.1589
H -3.1098 0.2136 1.1521
H -1.4669 0.7777 -0.4475
H -2.8367 1.6491 2.2992
H 0.5798 -0.1154 -1.1299
H -2.8353 2.0095 -0.2179
H 0.2482 -0.8429 -2.3658
H 3.0284 0.7715 -1.7586
H -1.2557 2.3463 0.2417
H -0.9163 -1.2918 0.1881
H 2.8380 0.1480 -0.3839
*
```

[4]
Entry from the Open Molecules 2025 dataset: a cluster of 5 separate species, C2H12O3S2 in total in a non-equilibrium geometry (ωB97M-V with the def2-TZVPD basis set).

Output
LUMO energy: -4.41 eV
HOMO level: -7.51 eV

Geometry as ORCA input:
```
! wB97M-V def2-TZVPD RIJCOSX def2/J DEFGRID3
* xyz 0 1
S 2.1489 -0.4705 1.8770
S -2.1210 0.6674 -0.1370
O 0.8780 2.5225 0.8688
O 0.0949 -1.4093 -1.7660
O 3.1181 0.8707 -0.7228
C -2.4918 -0.5312 -1.3019
C 0.4512 -0.9930 1.7354
H 1.3812 1.8022 0.9590
H -2.6629 -0.0898 -2.3495
H 0.4333 -2.0725 2.0013
H -3.1282 -1.3743 -0.9815
H -0.0772 -0.4453 2.5489
H -3.3966 0.5565 0.3551
H -0.8271 -1.0346 -1.4499
H -0.1520 -0.8286 0.7951
H 3.4244 1.6473 -0.1796
H 0.0938 -1.2475 -2.7440
H 0.0354 2.1734 0.5512
H 2.7976 0.2566 -0.0595
*
```

[5]
Entry from the Open Molecules 2025 dataset: a cluster of 4 separate species, C2H12O3S2 in total in a non-equilibrium geometry (ωB97M-V with the def2-TZVPD basis set).

Output
SMILES: CCSS.O.O.O
LUMO energy: 0.33 eV
HOMO level: -9.24 eV

Geometry as ORCA input:
```
! wB97M-V def2-TZVPD RIJCOSX def2/J DEFGRID3
* xyz 0 1
S -1.8530 0.4481 -1.0548
S -2.4604 -0.4402 0.5991
O 3.3055 1.0670 1.9076
O 2.1067 -0.6195 -3.1463
O 2.3347 1.0905 -0.8264
C -1.1340 -0.2781 1.8212
C -0.0602 -1.3786 1.7102
H -1.2489 -0.5020 -1.8043
H 2.3455 -0.0185 -2.4221
H 3.4664 1.7518 2.5619
H 2.9949 0.8567 -0.1441
H 2.3874 0.7935 1.8602
H -1.7205 -0.4327 2.7176
H 1.1880 -0.8734 -3.0516
H 0.9184 -0.9490 1.8678
H -0.6898 0.7068 1.8701
H -0.1234 -1.8883 0.7363
H -0.1481 -2.1611 2.4808
H 2.6143 1.8992 -1.2731
*
```

[6]
Entry from the Open Molecules 2025 dataset: a cluster of 4 separate species, C2H12O3S2 in total in a non-equilibrium geometry (ωB97M-V with the def2-TZVPD basis set).

Output
SMILES: CCSS.O.O.O
LUMO energy: 0.40 eV
HOMO level: -8.55 eV

Geometry as ORCA input:
```
! wB97M-V def2-TZVPD RIJCOSX def2/J DEFGRID3
* xyz 0 1
S 0.4846 -0.8322 0.0516
S 2.1910 -1.1929 1.0951
O -3.8555 2.8683 0.1633
O -0.6042 2.6153 -0.5029
O -1.7635 0.4154 1.9695
C 1.0375 -0.9813 -2.6709
C 0.8451 -1.8432 -1.4415
H 0.1635 -0.3778 -2.9248
H -1.7761 -0.5069 1.8265
H 1.1032 -1.6571 -3.5320
H 1.8691 -0.2873 -2.5676
H 1.6137 -2.6052 -1.4056
H -1.5192 2.7998 -0.6871
H 2.2164 0.0689 1.6074
H -3.7766 3.5180 0.8717
H -0.3527 1.7191 -0.4020
H -3.9029 2.0071 0.5571
H -0.1477 -2.3000 -1.4561
H -0.9408 0.7301 2.3376
*
```

[7]
Entry from the Open Molecules 2025 dataset: a cluster of 4 separate species, C2H12O5 in total in a non-equilibrium geometry (ωB97M-V with the def2-TZVPD basis set).

Output
SMILES: OCCO.O.O.O
LUMO energy: 0.43 eV
HOMO level: -10.10 eV

Geometry as ORCA input:
```
! wB97M-V def2-TZVPD RIJCOSX def2/J DEFGRID3
* xyz 0 1
O 2.1712 -25.4118 -2.7944
O 3.8942 -26.8740 0.0377
O -0.1386 -25.0962 2.3022
O -1.0052 -26.8119 -1.0457
O 0.7132 -27.5258 1.3626
C 3.2487 -25.8827 -0.6854
C 2.6527 -26.4776 -1.9452
H 3.3889 -26.9099 -2.6220
H 1.4341 -27.8849 0.9017
H 0.0382 -26.0544 2.1698
H -0.6979 -25.8910 -0.8811
H 1.9172 -25.8794 -3.5892
H 3.8751 -24.9764 -0.7136
H 2.4956 -25.5505 0.1235
H 1.8884 -27.2430 -1.7340
H -1.8284 -26.8419 -0.5409
H 0.1445 -27.2986 0.6517
H -1.0352 -25.0473 2.5716
H 4.0664 -26.6056 0.9629
*
```

[8]
Entry from the Open Molecules 2025 dataset: a cluster of 5 separate species, C2H12O5 in total in a non-equilibrium geometry (ωB97M-V with the def2-TZVPD basis set).

Output
SMILES: CC=O.O.O.O.O
LUMO energy: 0.57 eV
HOMO level: -10.54 eV

Geometry as ORCA input:
```
! wB97M-V def2-TZVPD RIJCOSX def2/J DEFGRID3
* xyz 0 1
O -1.9847 -0.6519 2.3376
O 0.8169 -3.1948 1.5651
O -1.1600 0.7282 -0.9230
O 2.7709 -1.7549 -0.6945
O -2.2016 2.7861 1.0396
C 0.7863 1.7835 -1.7768
C -0.1236 0.6121 -1.5336
H 0.2020 -3.0650 0.8427
H 0.1579 -0.3563 -1.9797
H -1.4782 -0.0842 1.7549
H 0.7613 -4.0757 1.9326
H -1.8539 2.0783 0.4992
H 1.0582 2.2302 -0.8130
H -2.9126 -0.4219 2.3192
H -2.3900 3.4982 0.4222
H 1.7474 1.4722 -2.1831
H 2.2175 -1.6078 0.0756
H 3.3238 -2.5223 -0.5360
H 0.2626 2.5460 -2.3489
*
```

[9]
Entry from the Open Molecules 2025 dataset: a cluster of 5 separate species, C2H12O5 in total in a non-equilibrium geometry (ωB97M-V with the def2-TZVPD basis set).

Output
SMILES: CC=O.O.O.O.O
LUMO energy: 0.43 eV
HOMO level: -10.43 eV

Geometry as ORCA input:
```
! wB97M-V def2-TZVPD RIJCOSX def2/J DEFGRID3
* xyz 0 1
O -1.4008 2.3866 -1.7266
O 1.7451 2.1501 1.0824
O -0.1347 -1.5733 0.8543
O 0.1259 -2.3181 -2.0258
O 2.3612 -0.4475 -0.6285
C -1.5767 0.1344 1.0952
C -0.9898 -1.1320 1.6196
H -1.0142 -1.5416 2.6537
H 3.1561 -0.6799 -0.1106
H 0.8151 1.9684 1.2608
H -2.6479 0.1490 0.8487
H -1.9142 1.6934 -2.1425
H -1.1494 0.5253 0.1792
H 1.0610 -2.5201 -2.0788
H 2.0286 1.4287 0.5064
H 1.7150 -0.7410 0.0302
H -1.3735 0.8722 1.9370
H -0.3189 -2.7675 -1.3068
H -0.4878 2.4131 -2.0477
*
```

[10]
Entry from the Open Molecules 2025 dataset: a cluster of 5 separate species, C2H12O6 in total in a non-equilibrium geometry (ωB97M-V with the def2-TZVPD basis set).

Output
SMILES: CC(=O)O.O.O.O.O
LUMO energy: 0.26 eV
HOMO level: -11.01 eV

Geometry as ORCA input:
```
! wB97M-V def2-TZVPD RIJCOSX def2/J DEFGRID3
* xyz 0 1
O -2.8720 -1.7335 1.1752
O 2.6787 -0.5002 -0.3726
O 0.7399 0.7808 0.8239
O -0.4473 -0.9654 0.0252
O 1.1918 -2.3401 -1.1872
O 0.3220 3.3307 -0.6282
C -0.3264 0.2704 0.4983
C -1.6140 1.0339 0.5315
H 1.0942 3.4551 -1.1997
H -1.3783 2.0817 0.6858
H -2.2698 0.6742 1.3233
H 1.3895 -1.6907 -1.8711
H 1.8187 -2.2000 -0.4568
H -2.1764 0.9727 -0.3931
H 0.3394 -1.4397 -0.4958
H 3.6203 -0.3277 -0.4423
H -1.9861 -1.5018 0.8414
H 2.2045 0.1626 0.1746
H -2.9952 -2.6758 1.0481
H 0.6666 2.6128 -0.0803
*
```

[11]
Entry from the Open Molecules 2025 dataset: a structure of composition C2H13F4HfO5 in a non-equilibrium geometry (ωB97M-V with the def2-TZVPD basis set).

Output
LUMO energy: 2.29 eV
HOMO level: -4.29 eV

Geometry as ORCA input:
```
! wB97M-V def2-TZVPD RIJCOSX def2/J DEFGRID3
* xyz -1 1
Hf 0.5226 -0.1555 -0.9477
F 0.3624 2.1762 -0.4112
F -0.6200 -1.7692 -2.1765
F 1.1660 -2.1779 0.1087
F 0.9017 0.9129 -2.9936
O 2.2970 -1.4742 -2.3435
O 2.8995 0.6035 -0.7277
O 1.2709 0.2145 1.5157
O -1.5269 -0.4621 0.4668
O -1.7890 0.9378 -2.1468
C -2.2809 -0.4282 2.8846
C -2.3852 0.1043 1.4299
H 1.3225 1.0534 1.9738
H -2.1558 1.4871 -1.4541
H 1.7319 -0.3997 2.0871
H -2.9516 0.1703 3.5010
H 3.7583 0.3124 -1.0342
H -1.2454 -0.3715 3.2204
H -1.4713 1.5586 -2.8025
H 2.2525 -2.3851 -2.6344
H -3.4368 0.0210 1.1554
H -2.1177 1.1602 1.4694
H 3.0627 1.4615 -0.3360
H 2.9869 -1.0843 -2.8804
H -2.5540 -1.4659 3.0761
*
```

[12]
Entry from the Open Molecules 2025 dataset: a cluster of 3 separate species, C2H13N2O2 in total in a non-equilibrium geometry (ωB97M-V with the def2-TZVPD basis set).

Output
LUMO energy (spin up / spin down): -7.85 / -13.81 eV
HOMO level (spin up / spin down): -16.61 / -16.54 eV

Geometry as ORCA input:
```
! wB97M-V def2-TZVPD RIJCOSX def2/J DEFGRID3
* xyz 2 2
O -2.8828 -2.8571 0.2041
O 4.3466 2.4489 1.5796
N 0.1576 -0.6877 -1.5528
N -1.5922 0.1932 0.4960
C 0.7764 0.1631 -0.5407
C -0.3382 1.0206 0.2076
H -0.6161 1.8200 -0.4637
H -1.5677 -0.0812 1.4825
H -3.7775 -2.6015 -0.0556
H 0.4341 -0.5399 -2.5345
H 1.3272 0.9059 -1.1256
H -2.9675 -3.8091 0.3381
H 5.1766 2.2887 1.1181
H 0.1082 1.2641 1.1646
H 3.7541 2.6149 0.8413
H -2.4473 0.6910 0.2384
H 0.2262 -1.7116 -1.4382
H 1.5262 -0.4025 0.0175
H -1.6439 -0.7198 0.0232
*
```

Values of energy relative to the best compared isomer or geometry (same formula, charge and spin), in order: 156.1 173.8 177.0 712.1 71.7 109.0 114.2 55.0 99.9 63.6 254.1 186.7, all in kJ/mol.